1.
{"formula": "C10H14MgN3O4", "method": "the ωB97M-V functional and the def2-TZVPD basis", "multiplicity": 1, "molar_mass_g_mol": 264.544, "e_lumo_ev": 2.77, "total_charge": -1, "orbital_gap_ev": 6.598, "symbols": ["Mg", "O", "C", "O", "C", "C", "C", "C", "C", "N", "C", "O", "O", "H", "H", "H", "N", "C", "C", "C", "N", "H", "H", "H", "H", "H", "H", "H", "H", "H", "H", "H"], "positions_angstrom": [[-0.451, 0.001, -0.019], [0.461, -3.442, 2.044], [0.190, -2.226, 1.768], [-0.866, -1.735, 1.253], [1.163, -1.157, 2.095], [2.201, -1.213, 3.008], [2.753, 0.001, 3.434], [2.190, 1.209, 3.002], [1.149, 1.144, 2.090], [0.746, -0.010, 1.555], [0.181, 2.222, 1.765], [0.468, 3.436, 2.040], [-0.887, 1.750, 1.255], [2.501, -2.165, 3.427], [3.542, 0.007, 4.177], [2.484, 2.164, 3.417], [-1.200, 1.415, -1.317], [-1.013, 1.293, -2.748], [-1.645, 0.001, -3.286], [-1.013, -1.291, -2.748], [-1.200, -1.413, -1.317], [-2.140, 1.680, -1.064], [-0.650, 2.460, -0.843], [0.059, 1.299, -2.974], [-1.458, 2.158, -3.250], [-1.543, 0.001, -4.378], [-2.723, 0.001, -3.077], [0.059, -1.297, -2.974], [-1.458, -2.156, -3.250], [-0.650, -2.458, -0.843], [-2.140, -1.679, -1.064], [0.890, 0.001, -1.181]], "nbo_charge": [1.72, -0.72, 0.73, -0.83, 0.10, -0.23, -0.18, -0.23, 0.11, -0.50, 0.72, -0.72, -0.83, 0.23, 0.20, 0.23, -0.94, -0.23, -0.41, -0.23, -0.94, 0.37, 0.43, 0.23, 0.16, 0.21, 0.18, 0.23, 0.16, 0.43, 0.37, -0.82]}

=====

2.
{"formula": "C10H14N2", "method": "the ωB97M-V functional and the def2-TZVPD basis", "multiplicity": 1, "molar_mass_g_mol": 162.236, "e_lumo_ev": 0.66, "de_lowest_kj_mol": 168.06, "total_charge": 0, "orbital_gap_ev": 8.988, "symbols": ["C", "C", "C", "C", "C", "C", "C", "C", "C", "C", "N", "N", "H", "H", "H", "H", "H", "H", "H", "H", "H", "H", "H", "H", "H", "H"], "positions_angstrom": [[2.113, 0.569, 0.115], [-0.669, 2.354, -2.738], [0.022, 2.267, -1.562], [-1.188, 1.143, -3.096], [-0.134, 0.924, -1.168], [-0.327, -2.531, 1.106], [0.982, -0.115, 2.373], [-0.983, -1.135, 1.332], [0.686, 0.133, -0.133], [0.008, 0.085, 1.281], [3.227, 0.844, 0.242], [-0.904, 0.228, -2.067], [-0.675, 3.180, -3.413], [0.650, 2.941, -1.036], [-1.730, 0.898, -4.066], [0.265, -2.714, 2.009], [-1.030, -3.336, 0.996], [0.266, -2.519, 0.219], [1.649, -0.857, 2.099], [1.557, 0.739, 2.345], [0.634, -0.173, 3.405], [-1.801, -1.001, 0.697], [-1.526, -1.144, 2.371], [0.707, -0.858, -0.521], [-0.629, 0.849, 1.367], [-1.170, -0.770, -2.159]], "nbo_charge": [0.30, -0.29, -0.29, -0.08, 0.14, -0.62, -0.62, -0.38, -0.34, -0.19, -0.33, -0.53, 0.22, 0.23, 0.22, 0.21, 0.22, 0.19, 0.21, 0.22, 0.22, 0.19, 0.20, 0.24, 0.21, 0.43]}

=====

3.
{"formula": "C10H14N2O3S", "method": "the ωB97M-V functional and the def2-TZVPD basis", "multiplicity": 1, "molar_mass_g_mol": 242.300, "e_lumo_ev": 0.21, "de_lowest_kj_mol": 823.67, "total_charge": 0, "orbital_gap_ev": 8.401, "symbols": ["C", "C", "H", "H", "O", "C", "O", "C", "C", "C", "N", "C", "S", "N", "C", "O", "H", "H", "C", "H", "H", "H", "C", "H", "H", "H", "H", "H", "H", "H"], "positions_angstrom": [[1.638, 3.598, 0.857], [0.211, 2.926, 0.353], [-0.020, 3.228, -0.677], [-0.540, 3.212, 1.027], [0.220, 1.710, 0.148], [0.937, 1.177, -0.815], [1.465, 1.870, -1.595], [0.896, -0.456, -0.931], [-0.365, -0.902, -0.311], [-0.541, -1.847, 0.783], [-1.545, -2.323, 1.209], [-2.792, -1.676, 0.675], [-4.494, -2.018, 1.398], [-2.723, -0.816, -0.139], [-1.636, -0.266, -0.851], [-1.542, 0.635, -1.488], [-3.740, -0.216, -0.402], [-1.772, -2.840, 2.063], [0.656, -2.707, 1.329], [1.404, -3.020, 0.707], [1.293, -1.817, 1.852], [0.553, -3.336, 2.153], [1.208, -1.113, -2.183], [2.165, -0.628, -2.503], [1.195, -2.244, -2.436], [0.236, -0.811, -2.838], [1.627, -0.611, -0.119], [2.006, 3.070, 1.667], [1.603, 4.787, 0.953], [2.396, 3.433, 0.115]], "nbo_charge": [-0.65, -0.04, 0.18, 0.18, -0.50, 0.83, -0.59, -0.33, -0.25, 0.32, -0.54, 0.41, -0.41, -0.61, 0.67, -0.53, 0.47, 0.46, -0.65, 0.24, 0.22, 0.23, -0.63, 0.24, 0.25, 0.22, 0.22, 0.20, 0.22, 0.22]}

=====

4.
{"formula": "C10H14N3", "method": "the ωB97M-V functional and the def2-TZVPD basis", "multiplicity": 1, "molar_mass_g_mol": 176.243, "e_lumo_ev": -2.90, "de_lowest_kj_mol": 176.53, "total_charge": 1, "orbital_gap_ev": 7.924, "symbols": ["C", "C", "C", "C", "C", "C", "C", "C", "C", "C", "N", "N", "N", "H", "H", "H", "H", "H", "H", "H", "H", "H", "H", "H", "H", "H", "H"], "positions_angstrom": [[1.652, -1.867, -1.084], [2.698, -1.065, -0.658], [0.792, -0.108, 0.018], [-0.612, 1.574, -0.606], [-1.551, 0.971, -1.386], [-0.152, 0.855, 0.601], [-2.287, -0.158, -1.069], [-1.376, 0.176, 1.237], [-2.203, -0.554, 0.250], [2.960, 0.890, 0.825], [0.523, -1.196, -0.664], [2.147, 0.044, 0.032], [-2.909, -1.611, 0.670], [1.569, -2.845, -1.398], [3.721, -1.310, -0.651], [-0.129, 2.464, -0.950], [-1.715, 1.528, -2.360], [0.373, 1.433, 1.286], [-2.869, -0.562, -1.778], [-1.270, -0.488, 1.987], [-2.108, 0.907, 1.594], [3.778, 0.411, 1.485], [3.667, 1.610, 0.145], [2.364, 1.583, 1.311], [-3.209, -1.776, 1.665], [-0.362, -1.529, -0.981], [-3.430, -2.076, -0.002]], "nbo_charge": [-0.05, -0.04, 0.51, -0.29, -0.15, -0.29, -0.44, -0.45, 0.30, -0.43, -0.48, -0.31, -0.77, 0.25, 0.25, 0.23, 0.24, 0.24, 0.23, 0.23, 0.26, 0.25, 0.24, 0.22, 0.41, 0.46, 0.40]}

=====

5.
{"formula": "C10H14N3P", "method": "the ωB97M-V functional and the def2-TZVPD basis", "multiplicity": 1, "molar_mass_g_mol": 207.217, "e_lumo_ev": [-0.95, -0.96], "de_lowest_kj_mol": 11.49, "total_charge": 0, "orbital_gap_ev": [6.445, 6.440], "symbols": ["C", "C", "C", "C", "C", "C", "C", "C", "C", "C", "N", "N", "N", "P", "H", "H", "H", "H", "H", "H", "H", "H", "H", "H", "H", "H", "H", "H"], "positions_angstrom": [[-2.401, 2.811, -1.274], [-1.294, 3.162, -0.458], [-0.248, -0.808, 1.809], [-0.467, -2.179, 2.173], [-2.311, 1.478, -1.519], [-0.569, 2.034, -0.246], [0.841, -0.424, 2.693], [0.445, -2.483, 3.140], [1.540, 0.382, -1.957], [1.477, -1.933, -1.233], [-1.174, 0.987, -0.909], [1.207, -1.387, 3.507], [0.751, -0.698, -1.417], [-0.804, -0.665, -0.813], [-3.165, 3.471, -1.632], [-1.078, 4.138, -0.071], [-1.046, -0.097, 1.653], [-1.198, -2.836, 1.739], [-2.944, 0.821, -2.084], [0.320, 1.877, 0.333], [1.266, 0.562, 2.776], [0.599, -3.423, 3.641], [0.911, 1.231, -2.212], [2.301, 0.706, -1.241], [2.047, 0.036, -2.861], [1.893, -2.277, -2.183], [2.293, -1.792, -0.519], [0.806, -2.693, -0.836]], "nbo_charge": [-0.28, -0.27, -0.46, -0.33, -0.06, -0.06, -0.02, -0.08, -0.42, -0.41, -0.72, -0.45, -0.74, 1.30, 0.23, 0.23, 0.23, 0.21, 0.22, 0.23, 0.18, 0.19, 0.22, 0.20, 0.20, 0.20, 0.21, 0.22]}

=====

6.
{"formula": "C10H14N6O14P3", "method": "the ωB97M-V functional and the def2-TZVPD basis", "multiplicity": 1, "molar_mass_g_mol": 535.172, "e_lumo_ev": 6.25, "total_charge": -3, "orbital_gap_ev": 5.715, "symbols": ["O", "O", "O", "O", "O", "O", "O", "N", "N", "N", "N", "O", "O", "O", "O", "O", "O", "O", "C", "C", "C", "N", "N", "C", "C", "C", "C", "C", "C", "C", "P", "P", "P", "H", "H", "H", "H", "H", "H", "H", "H", "H", "H", "H", "H", "H", "H"], "positions_angstrom": [[-1.024, -3.664, 4.236], [0.718, -0.082, -3.033], [-1.985, 4.460, 0.832], [-0.111, 2.640, -2.399], [-0.610, -1.641, -1.697], [-2.030, 1.901, 0.992], [-1.954, 2.013, -3.571], [2.148, -0.869, 4.537], [1.102, -1.403, 5.060], [-1.551, -2.336, 2.430], [-0.079, -0.707, 1.931], [2.991, 0.469, -2.088], [2.582, 1.733, 2.414], [4.106, -0.411, 0.585], [-1.524, -0.679, -3.769], [0.049, 3.251, 0.176], [-1.371, 0.528, -1.539], [-2.364, 2.935, -1.236], [-0.783, -2.646, 3.560], [-1.153, -1.409, 1.646], [0.568, -0.841, 3.042], [-1.896, -1.037, 0.715], [1.780, -0.312, 3.345], [-0.024, -1.487, 4.164], [0.716, 2.878, 1.379], [3.000, 1.581, -1.143], [2.097, 2.295, 1.192], [2.194, 1.172, 0.174], [2.731, 0.273, 2.385], [2.708, -0.092, 0.893], [-0.655, -0.429, -2.557], [-1.594, 3.116, 0.199], [-1.489, 2.055, -2.172], [2.013, 0.339, -2.327], [4.142, -0.222, -0.452], [-1.677, 0.317, -3.901], [-2.027, -0.074, 0.800], [-1.354, -1.116, -0.225], [-0.834, -0.800, 4.570], [0.752, 3.805, 1.980], [0.143, 2.129, 1.940], [3.965, 1.887, -0.833], [2.496, 2.517, -1.531], [2.842, 3.082, 0.881], [1.253, 0.761, -0.198], [3.721, 0.006, 2.729], [2.143, -1.015, 0.752]], "nbo_charge": [-0.60, -1.18, -1.20, -1.18, -1.22, -1.21, -1.20, 0.04, -0.21, -0.57, -0.52, -0.81, -0.55, -0.79, -1.03, -0.79, -1.08, -1.04, 0.65, 0.66, 0.47, -0.92, -0.26, -0.32, -0.08, -0.08, 0.10, -0.31, 0.23, 0.09, 2.56, 2.51, 2.48, 0.54, 0.51, 0.51, 0.45, 0.48, 0.28, 0.16, 0.21, 0.14, 0.22, 0.15, 0.28, 0.21, 0.21]}

=====

7.
{"formula": "C10H14NO", "method": "the ωB97M-V functional and the def2-TZVPD basis", "multiplicity": 1, "molar_mass_g_mol": 164.228, "e_lumo_ev": -2.86, "de_lowest_kj_mol": 207.00, "total_charge": 1, "orbital_gap_ev": 10.229, "symbols": ["C", "C", "C", "C", "C", "C", "C", "C", "C", "C", "N", "O", "H", "H", "H", "H", "H", "H", "H", "H", "H", "H", "H", "H", "H", "H"], "positions_angstrom": [[-2.962, -0.981, 0.058], [-3.346, 0.350, 0.213], [-1.656, -1.294, -0.160], [-2.362, 1.427, 0.099], [-0.727, -0.259, -0.193], [-1.072, 1.064, -0.131], [1.132, 1.059, -0.494], [2.370, 1.615, 0.086], [1.044, -0.865, 1.272], [1.412, -1.256, -1.028], [0.774, -0.396, -0.146], [0.036, 1.905, -0.253], [-3.683, -1.787, 0.248], [-4.409, 0.493, 0.215], [-1.307, -2.390, -0.121], [-2.713, 2.519, 0.107], [1.155, 1.045, -1.560], [2.712, 2.408, -0.517], [3.137, 0.821, 0.125], [2.146, 1.956, 1.020], [2.202, -0.963, 1.459], [0.660, -0.188, 2.083], [0.617, -1.929, 1.312], [2.543, -1.228, -0.750], [1.089, -2.278, -0.943], [1.206, -0.848, -1.999]], "nbo_charge": [-0.22, -0.14, -0.19, -0.23, 0.04, 0.25, 0.29, -0.64, -0.44, -0.41, -0.24, -0.45, 0.25, 0.24, 0.24, 0.27, 0.19, 0.26, 0.22, 0.24, 0.24, 0.26, 0.25, 0.24, 0.24, 0.24]}

=====

8.
{"formula": "C10H14NO2P", "method": "the ωB97M-V functional and the def2-TZVPD basis", "multiplicity": 1, "molar_mass_g_mol": 211.201, "e_lumo_ev": 0.77, "de_lowest_kj_mol": 30.43, "total_charge": 0, "orbital_gap_ev": 9.045, "symbols": ["C", "P", "O", "C", "C", "C", "C", "C", "C", "N", "C", "C", "C", "O", "H", "H", "H", "H", "H", "H", "H", "H", "H", "H", "H", "H", "H", "H"], "positions_angstrom": [[-2.728, 0.484, -1.784], [-0.929, 0.161, -1.652], [-0.541, -0.163, -3.226], [-0.934, -1.562, -0.883], [-0.885, -1.500, 0.626], [0.578, -1.183, 0.967], [0.912, 0.282, 1.211], [2.232, 0.719, 1.094], [2.526, 2.064, 1.307], [1.629, 2.989, 1.628], [0.379, 2.556, 1.774], [-0.030, 1.238, 1.587], [1.282, -1.764, -0.283], [0.296, -2.162, -1.232], [-3.317, -0.121, -1.097], [-2.919, 1.531, -1.570], [-3.047, 0.302, -2.808], [0.280, 0.303, -3.394], [-1.794, -2.089, -1.290], [-1.116, -2.497, 1.002], [-1.642, -0.870, 1.087], [0.809, -1.720, 1.883], [3.018, 0.027, 0.837], [3.552, 2.392, 1.209], [-0.361, 3.294, 2.051], [-1.067, 0.989, 1.731], [1.953, -1.064, -0.776], [1.866, -2.637, 0.000]], "nbo_charge": [-0.98, 1.00, -0.97, -0.18, -0.43, -0.29, 0.05, -0.27, 0.04, -0.42, 0.05, -0.26, -0.07, -0.52, 0.23, 0.24, 0.25, 0.49, 0.21, 0.22, 0.22, 0.24, 0.21, 0.19, 0.19, 0.21, 0.18, 0.19]}

=====

Record order is preserved below.
Max |F|: 0.1076, 0.1017, 0.2916, 0.1017, 0.0395, 0.1450, 0.1007, 0.0253 Eh/bohr
Record order is preserved below.
E_tot: -28704.49333, -13575.44576, -30548.07019, -15059.58470, -24353.32662, -76072.71755, -14126.53700, -25470.70504 eV